No. 1
This record from the OMol25 dataset describes a molecular structure, C19H22N2ReTe at a distorted geometry. The level of theory is ωB97M-V/def2-TZVPD.

Structure (ORCA input):
```
! RIJCOSX wB97M-V def2-TZVPD def2/J DEFGRID3
* xyz 2 4
C 1.4938 -0.4610 1.8624
C 0.7918 0.6406 2.1552
H 0.9420 -1.0562 2.5941
H 2.6198 -0.1907 2.0207
H 1.6270 -1.1200 0.8434
H -0.0917 1.2184 1.6309
H 0.3404 0.5212 3.1646
H 1.5820 1.3868 2.1369
C 0.3448 -2.4742 -2.0593
C 0.1337 -3.3498 -3.1331
C -0.7708 -2.9434 -4.1470
C -1.4172 -1.7125 -4.0761
H 1.0065 -2.7111 -1.2604
H 0.6343 -4.2969 -3.1995
H -0.9809 -3.5943 -5.0268
H -2.1227 -1.3054 -4.8728
N -0.3114 -1.2986 -1.9665
C -1.1917 -0.8743 -2.9543
C -1.8335 0.4238 -2.7098
N -1.5305 1.0328 -1.5099
C -2.0207 2.2488 -1.1664
C -3.2454 2.3438 -3.2196
C -2.8760 2.9294 -1.9969
H -1.6918 2.6000 -0.2134
H -3.2762 3.9161 -1.7346
C -2.7275 1.0656 -3.6190
H -2.9523 0.5539 -4.5802
H -3.9359 2.8226 -3.9293
Re -0.3405 -0.0445 -0.3312
C 1.3542 1.0134 -1.0133
H 1.1009 2.0812 -1.1238
H 1.6642 0.6474 -2.0068
H 2.2052 0.9402 -0.3279
Te -2.0088 -1.3242 1.0708
C -1.5115 -1.4847 3.1929
C -0.7569 -2.5770 3.6403
C -0.2913 -2.5937 4.9641
C -0.6438 -1.5590 5.8512
C -1.4985 -0.5298 5.4154
C -1.9636 -0.5104 4.0916
H -0.5260 -3.3933 2.9567
H 0.3447 -3.4102 5.3004
H -0.2738 -1.5674 6.8728
H -1.8059 0.2528 6.1066
H -2.6518 0.2607 3.7506
*
```

Calculated values
- Gap between HOMO and LUMO (spin up / spin down): 6.64 / 5.95 eV
- HOMO (spin up / spin down): -14.075 / -14.523 eV
- ⟨S²⟩: 3.787
- Relative energy (zero: lowest compared OMol25 entry of this formula, charge and spin): 9.23 kcal per mole
- Lowest unoccupied orbital energy (spin up / spin down): -0.27330 / -0.31489 Eh

No. 2
This record from the OMol25 dataset describes C7H14NO5P in the gas phase at a distorted geometry. The level of theory is ωB97M-V/def2-TZVPD.

Structure (ORCA input):
```
! RIJCOSX wB97M-V def2-TZVPD def2/J DEFGRID3
* xyz 0 1
C -2.9840 0.4980 -1.6675
C -2.2484 0.6712 -0.3592
O -0.9102 0.9099 -0.4214
P 0.1907 -0.0515 0.2555
O -0.3714 -1.3207 0.7154
O 1.2298 -0.2681 -0.9294
C 1.6072 -1.5353 -1.3911
C 0.9425 -1.9259 -2.6926
C 1.0278 0.8431 1.6599
N 1.9466 1.8174 1.1670
O 2.0723 2.0041 -0.0356
O 2.5856 2.3085 2.0895
C 0.0441 1.0481 2.8400
C 1.1618 0.1102 3.1028
H -3.1230 1.4456 -2.3174
H -2.2937 -0.1619 -2.2328
H -4.1117 0.1610 -1.5769
H -2.2736 -0.3213 0.1933
H -2.7228 1.3426 0.3791
H 2.7396 -1.6453 -1.4145
H 1.3601 -2.4430 -0.7526
H -0.1569 -2.1754 -2.4694
H 0.8531 -0.9521 -3.2176
H 1.4053 -2.7401 -3.2761
H -0.9585 0.7475 2.5253
H 0.0695 2.0617 3.0828
H 1.9448 0.5388 3.6834
H 0.9737 -0.9669 3.0601
*
```

Calculated values
- Gap between HOMO and LUMO: 10.63 eV
- HOMO: -10.669 eV
- Relative energy (zero: lowest compared OMol25 entry of this formula, charge and spin): 23.28 kcal per mole
- Lowest unoccupied orbital energy: -0.00125 Eh

No. 3
This record from the OMol25 dataset describes 9 unconnected molecules or ions with the total composition C6H27NO9 at a distorted geometry. The level of theory is ωB97M-V/def2-TZVPD.

Structure (ORCA input):
```
! RIJCOSX wB97M-V def2-TZVPD def2/J DEFGRID3
* xyz 0 1
C 2.1081 0.1587 -2.9628
C 0.8676 0.9450 -2.4309
C 0.1977 0.7652 -1.2587
C -0.9020 1.5327 -0.5235
C -1.1924 1.1486 1.0151
N -1.7664 -0.1963 1.0168
C -2.3195 2.1143 1.3990
O -1.9198 3.1745 1.7490
H 1.8841 -0.8709 -3.1079
H 2.4702 0.6698 -3.8915
H 2.9632 0.3606 -2.2338
H 0.7803 1.8214 -2.9983
H 0.2648 -0.1135 -0.6548
H -0.5791 2.5806 -0.5082
H -1.8949 1.4726 -1.0975
H -0.2962 1.3472 1.5451
H -1.6104 -0.7593 0.1333
H -1.2543 -0.7581 1.7450
H -3.3165 1.8217 1.3603
O 2.9520 1.0866 0.3055
H 3.1340 -0.0416 0.2470
H 2.0063 1.2739 0.3321
O 0.1151 -0.5101 3.0196
H 1.0494 -0.1468 3.0524
H -0.3038 0.3195 3.0538
O -3.8104 0.6789 -0.7734
H -4.6470 0.8887 -0.3386
H -3.2703 0.0365 -0.2612
O 2.9179 -1.3163 0.8125
H 2.0000 -1.8189 0.9539
H 3.6441 -1.9613 0.8396
O -0.4456 -2.6954 -1.3171
H -0.8091 -3.5957 -1.5527
H -1.0286 -2.0778 -1.4901
O -2.4349 -1.1123 -2.1850
H -3.0123 -0.2946 -2.2528
H -2.1159 -1.2200 -3.0843
O 0.8039 -2.4677 1.4885
H 0.5376 -1.8331 2.2315
H 0.1799 -2.5069 0.7967
O 2.3533 0.8395 2.7765
H 3.0522 0.3796 3.2277
H 2.6478 0.8801 1.8223
*
```

Calculated values
- Gap between HOMO and LUMO: 9.46 eV
- HOMO: -9.119 eV
- Relative energy (zero: lowest compared OMol25 entry of this formula, charge and spin): 75.00 kcal per mole
- Lowest unoccupied orbital energy: 0.01266 Eh

No. 4
This record from the OMol25 dataset describes a molecular structure, C30H78Br18N12O4P4 at a distorted geometry. The level of theory is ωB97M-V/def2-TZVPD.

Structure (ORCA input):
```
! RIJCOSX wB97M-V def2-TZVPD def2/J DEFGRID3
* xyz 0 1
C 1.6146 6.8797 1.7239
Br 0.5510 6.6705 3.3673
Br 1.6691 5.1565 0.7505
Br 3.3994 7.5953 1.9621
H 0.9658 7.5804 1.2162
C 7.1612 -0.3167 -2.7203
Br 8.1679 0.0604 -1.1442
Br 6.7724 1.3288 -3.7109
Br 5.5706 -1.2656 -2.1388
H 7.6797 -0.9850 -3.3944
C 0.0511 -0.7614 4.9017
Br 0.4232 -0.6193 6.7830
Br 0.9771 -2.3792 4.2710
Br 0.7909 0.7731 3.8312
H -1.0153 -0.8139 4.7269
C -1.5715 3.4959 -4.4574
Br -1.0423 1.8850 -5.5091
Br -0.6588 3.5837 -2.7095
Br -3.5211 3.4298 -4.1767
H -1.3353 4.3425 -5.0869
C 5.1727 5.3106 -1.6936
Br 6.6947 5.7894 -2.8215
Br 4.6670 3.4253 -1.9733
Br 3.6227 6.4185 -1.9475
H 5.4637 5.4364 -0.6562
C -3.1409 3.5002 0.5494
Br -3.1510 1.8415 1.5340
Br -2.0960 4.9357 1.4636
Br -4.9106 4.0499 0.0195
H -2.5877 3.2753 -0.3537
O -2.6160 -2.9922 -2.8527
P -2.9896 -3.2082 -4.2651
N -4.2488 -2.1893 -4.6917
C -4.1031 -0.9048 -5.3981
C -5.4726 -2.3680 -3.9223
N -3.5347 -4.7427 -4.6689
C -4.4951 -5.0366 -5.7415
C -3.1524 -5.9051 -3.8710
N -1.7942 -2.7930 -5.4119
C -0.4083 -2.9625 -4.9365
C -1.9842 -3.1042 -6.8060
H -5.1164 -0.5585 -5.6147
H -3.6344 -1.1105 -6.3550
H -3.6487 -0.1446 -4.7613
H -5.4703 -1.6618 -3.0826
H -5.4868 -3.3651 -3.4840
H -6.3758 -2.1460 -4.4935
H -5.2569 -4.2621 -5.7918
H -3.9700 -5.1324 -6.6949
H -4.9299 -6.0183 -5.5563
H -2.5842 -6.5738 -4.5296
H -2.4948 -5.5922 -3.0635
H -4.0311 -6.4778 -3.5692
H -0.3557 -3.8920 -4.3562
H 0.3207 -2.8101 -5.7242
H -0.2964 -2.2443 -4.1226
H -3.0397 -2.9810 -7.0558
H -1.6914 -4.1531 -6.9511
H -1.4215 -2.4189 -7.4428
O -0.9392 -0.5299 0.9282
P 0.0119 -0.5770 -0.2150
N -0.7244 -0.2386 -1.7018
C 0.0503 0.0150 -2.9019
C -2.0214 0.4033 -1.7466
N 0.8618 -2.0177 -0.4831
C 0.0679 -3.2001 -0.8593
C 1.8577 -2.3566 0.5216
N 1.2053 0.6730 0.0049
C 0.9037 1.9022 0.6969
C 2.4972 0.6664 -0.6747
H -0.4353 -0.0565 -3.8740
H 0.9271 -0.6237 -3.0084
H 0.2992 1.0801 -2.9237
H -2.7000 -0.1712 -2.3962
H -2.0725 1.3896 -2.2188
H -2.5151 0.3205 -0.7799
H 0.8067 -3.9633 -1.0908
H -0.6066 -3.5022 -0.0481
H -0.6581 -3.0256 -1.6565
H 2.5379 -3.1683 0.2662
H 2.5196 -1.5023 0.6881
H 1.3702 -2.5053 1.4909
H 1.7515 2.0453 1.3755
H 0.7075 2.7573 0.0437
H 0.0532 1.6676 1.3405
H 2.8362 -0.3552 -0.8375
H 3.2900 1.0862 -0.0476
H 2.4372 1.2212 -1.6148
O 5.8692 4.8646 2.3242
P 5.6666 3.8996 3.4257
N 6.9949 3.8241 4.4593
C 6.9100 3.3795 5.8506
C 8.2853 4.4439 4.0895
N 5.5344 2.3245 2.8620
C 5.7956 2.1371 1.4416
C 5.2792 1.1255 3.6696
N 4.3161 4.1136 4.4326
C 3.0628 3.7835 3.7590
C 4.2375 5.3291 5.2874
H 6.0770 2.6828 5.9488
H 6.6882 4.2865 6.4225
H 7.7643 2.8653 6.2898
H 9.0283 3.7817 3.6386
H 8.6835 4.7279 5.0657
H 8.1635 5.2979 3.4278
H 5.1406 2.6751 0.7608
H 6.8449 2.3898 1.2357
H 5.8407 1.0712 1.2058
H 4.9437 0.3014 3.0472
H 6.1947 0.8676 4.2097
H 4.5208 1.4154 4.4000
H 2.9153 2.7181 3.6180
H 2.2263 4.1933 4.3343
H 2.9524 4.4514 2.8960
H 5.1315 5.9186 5.0931
H 3.9892 5.0695 6.3143
H 3.3908 5.8785 4.8698
O -5.8035 -4.2935 0.9625
P -4.9384 -3.2747 1.6103
N -4.3181 -2.1594 0.5295
C -5.2380 -1.1140 0.0636
C -3.2217 -2.4198 -0.3265
N -3.5627 -3.9037 2.3608
C -3.6708 -5.2533 2.9038
C -2.5544 -3.0778 2.9995
N -5.6954 -2.4379 2.8273
C -6.2541 -3.0675 4.0015
C -5.3127 -1.0265 3.1248
H -4.7074 -0.3567 -0.5114
H -5.9119 -0.6647 0.7926
H -6.0029 -1.5044 -0.6246
H -2.9460 -1.4873 -0.8318
H -3.4697 -3.0498 -1.1926
H -2.3201 -2.7005 0.2173
H -4.0848 -5.2017 3.9164
H -4.3435 -5.8995 2.3396
H -2.7005 -5.7484 2.8352
H -2.0979 -2.3831 2.2913
H -2.9749 -2.5841 3.8830
H -1.7388 -3.7407 3.2917
H -7.0954 -2.4885 4.3782
H -6.6687 -4.0101 3.6246
H -5.4953 -3.3635 4.7316
H -6.2223 -0.4196 3.1495
H -4.5779 -0.5912 2.4556
H -4.9407 -0.9035 4.1472
*
```

Calculated values
- Gap between HOMO and LUMO: 7.18 eV
- HOMO: -7.806 eV
- Lowest unoccupied orbital energy: -0.02304 Eh